(1)
ORCA calculation (the ωB97M-V functional and the def2-TZVPD basis) on an isolated molecule of CHCl2OPS at a distorted geometry.

ORCA input file:
```
! wB97M-V def2-TZVPD RIJCOSX def2/J DEFGRID3
* xyz 0 3
C 1.1262 -0.1533 0.0695
O -1.2415 -1.0535 -1.1374
P -0.7390 -0.0952 -0.1524
S 1.9714 -0.9705 -0.9718
Cl -1.4726 -0.1444 1.7534
Cl -0.9872 2.1554 -0.5767
H 1.3427 0.2613 1.0154
*
```

Its HOMO energy (spin up / spin down) is -8.24 / -11.41 eV. The value obtained for the energy relative to the best compared isomer or geometry (same formula, charge and spin) is 6.2 kcal/mol. The total energy is -48268.58806 eV. For the gap between HOMO and LUMO (spin up / spin down), the calculation gives 7.63 / 8.02 eV. Its expectation value of S² is 2.006.



(2)
ORCA calculation (the ωB97M-V functional and the def2-TZVPD basis) on a structure of composition C44H19F25GeN5O6SZr at a distorted geometry.

ORCA input file:
```
! wB97M-V def2-TZVPD RIJCOSX def2/J DEFGRID3
* xyz -1 1
Zr -0.0068 0.2084 0.2879
C -0.1822 -3.3322 -0.0124
N 0.7799 -2.2257 0.0287
C 1.5902 -2.2189 -1.1904
C 0.7211 -1.8528 -2.3833
N 0.0121 -0.6253 -2.0743
C -0.8360 -0.1459 -2.9701
C -1.3493 1.1558 -2.7418
F -0.7669 1.8003 -1.6815
C -2.3106 1.7955 -3.4800
F -2.7596 3.0025 -3.1118
C -2.8066 1.1749 -4.6159
F -3.7832 1.7404 -5.3515
C -2.2708 -0.0564 -4.9690
F -2.6933 -0.6448 -6.0971
C -1.3155 -0.6883 -4.2000
F -0.8398 -1.8679 -4.6693
C 1.6134 -2.3966 1.2172
C 0.7976 -2.0575 2.4655
N -0.0657 -0.9064 2.2204
C -1.2489 -0.8039 2.8537
C -1.7187 0.5136 3.1128
F -0.8265 1.4977 2.8473
C -2.9431 0.8517 3.6343
F -3.3014 2.1353 3.7582
C -3.7985 -0.1568 4.0364
F -5.0180 0.1186 4.5245
C -3.3643 -1.4656 3.9220
F -4.1658 -2.4480 4.3486
C -2.1408 -1.7822 3.3652
F -1.8463 -3.0966 3.2812
H 0.3434 -4.2837 -0.1691
H -0.9090 -3.1837 -0.8029
H -0.7325 -3.3867 0.9223
H 2.0551 -3.2008 -1.3694
H 2.3761 -1.4695 -1.0733
H 0.0311 -2.6732 -2.6070
H 1.3619 -1.7230 -3.2656
H 2.4682 -1.7261 1.1472
H 1.9875 -3.4283 1.2982
H 1.5036 -1.7882 3.2604
H 0.2456 -2.9320 2.8063
O -5.5628 3.3863 0.5731
C -4.4192 2.6869 0.4966
C -4.4029 1.3069 0.2832
C -3.1861 0.6660 0.2567
N -2.0396 1.3135 0.4261
C -2.0412 2.6375 0.5556
C -3.2049 3.3682 0.6106
C -0.6270 3.1864 0.4799
O -0.4541 4.3585 0.2072
O 0.2863 2.2938 0.6431
C -2.9336 -0.8088 -0.0308
O -3.8534 -1.5705 -0.2531
O -1.6784 -1.0640 -0.0162
H -6.3241 2.8011 0.4952
H -5.3071 0.7292 0.1428
H -3.1877 4.4407 0.7321
F 3.3529 3.7409 5.7616
C 2.5926 2.7129 6.1752
C 2.0947 1.8235 5.2392
C 1.3014 0.7996 5.7153
F 0.8004 -0.0859 4.8504
C 1.0057 0.6523 7.0614
F 0.2344 -0.3489 7.4964
C 1.5120 1.5672 7.9686
F 1.2275 1.4515 9.2667
C 2.3193 2.6024 7.5262
F 2.8133 3.4833 8.4033
Ge 2.4962 2.1559 3.2804
S 2.5331 0.5769 1.8633
C 1.7389 3.9925 3.0626
C 2.1796 4.7387 1.9889
F 2.9937 4.1407 1.1055
C 1.8089 6.0527 1.7822
F 2.2878 6.7444 0.7479
C 0.9271 6.6424 2.6680
F 0.5516 7.9113 2.5036
C 0.4241 5.9076 3.7283
F -0.4287 6.4829 4.5852
C 0.8244 4.5953 3.9086
F 0.3068 3.9165 4.9434
C 4.5176 2.4685 3.5368
C 5.3138 3.5345 3.1552
F 4.7654 4.7026 2.7945
C 6.7005 3.4760 3.1588
F 7.4256 4.5292 2.7613
C 7.3378 2.3178 3.5635
F 8.6709 2.2458 3.5549
C 6.5781 1.2438 3.9956
F 7.1856 0.1264 4.4120
C 5.1992 1.3437 3.9822
F 4.4907 0.3028 4.4491
C 1.9963 2.9337 -2.1353
C 2.4762 1.8600 -1.2052
N 3.7218 1.9794 -0.7353
O 1.7887 0.8692 -0.9258
H 2.8156 3.5658 -2.4702
H 1.2666 3.5457 -1.5999
H 1.5006 2.4796 -2.9916
H 4.1989 2.8608 -0.8136
H 3.9493 1.3908 0.0610
*
```

Its HOMO energy is -5.03 eV. The value obtained for the energy relative to the best compared isomer or geometry (same formula, charge and spin) is 16.1 kcal/mol. The total energy is -202245.93235 eV. For the gap between HOMO and LUMO, the calculation gives 6.87 eV.



Number 1 is which compound? CHCl2OPS



Which of these has the highest energy relative to the best compared isomer or geometry (same formula, charge and spin)? C44H19F25GeN5O6SZr